one:
{
  "formula": "C4H33NO12",
  "method": "the ωB97M-V functional and the def2-TZVPD basis",
  "symbols": ["C", "C", "C", "N", "C", "O", "H", "H", "H", "H", "H", "H", "H", "H", "H", "H", "H", "O", "H", "H", "O", "H", "H", "O", "H", "H", "O", "H", "H", "O", "H", "H", "O", "H", "H", "O", "H", "H", "O", "H", "H", "O", "H", "H", "O", "H", "H", "O", "H", "H"],
  "positions_angstrom": [[-2.349, 1.727, -0.873], [-2.254, 0.421, -0.090], [-1.281, -0.434, -0.997], [-0.771, -1.562, -0.274], [0.601, -1.924, -0.240], [0.939, -2.353, 1.094], [-2.816, 2.490, -0.271], [-2.866, 1.547, -1.829], [-1.348, 2.204, -0.992], [-3.138, -0.127, 0.036], [-1.834, 0.665, 0.887], [-1.626, -0.728, -1.973], [-0.455, 0.257, -1.348], [-1.426, -2.294, -0.269], [0.664, -2.903, -0.790], [1.384, -1.211, -0.526], [0.395, -2.003, 1.779], [3.483, 0.598, -0.925], [3.448, 0.649, -1.869], [3.435, -0.290, -0.596], [-3.486, 2.386, 1.790], [-2.664, 2.071, 2.170], [-4.188, 1.748, 1.669], [3.879, -2.499, -0.012], [3.781, -1.946, 0.803], [2.996, -2.874, -0.102], [-0.626, 1.859, -4.175], [-0.673, 2.386, -3.367], [0.279, 1.659, -4.408], [0.548, -0.356, 4.072], [0.903, 0.289, 4.763], [1.166, -1.063, 4.381], [-0.349, -1.635, -4.163], [-1.239, -1.630, -4.550], [-0.402, -0.725, -3.849], [1.745, -0.149, -3.343], [1.745, -0.979, -2.859], [1.819, -0.427, -4.274], [3.291, 0.876, 2.901], [3.321, 0.407, 2.051], [2.662, 1.634, 2.921], [-3.056, -1.892, 2.007], [-2.323, -2.072, 1.360], [-2.949, -1.012, 2.401], [-2.059, 0.160, 3.459], [-1.306, -0.048, 2.902], [-1.676, 0.016, 4.340], [2.155, 2.977, 0.753], [2.082, 3.797, 0.278], [2.438, 2.314, 0.145]],
  "lowdin_charge": [-0.122, -0.218, -0.214, -0.048, -0.263, -0.072, 0.041, 0.089, 0.080, 0.084, 0.079, 0.095, 0.121, 0.105, 0.137, 0.101, 0.046, -0.026, 0.017, -0.015, -0.059, 0.016, 0.050, -0.056, 0.057, 0.012, -0.052, 0.032, 0.018, -0.090, 0.091, 0.073, -0.070, 0.057, -0.011, -0.062, 0.032, 0.065, -0.080, 0.019, 0.044, -0.089, 0.020, -0.017, -0.065, 0.013, 0.060, -0.038, 0.030, -0.020],
  "smiles": "CCCNCO.O.O.O.O.O.O.O.O.O.O.O",
  "homo_lumo_gap_ev": 9.282,
  "e_lumo_ev": 0.03,
  "charge": 0,
  "homo_ev": -9.25
}

---

two:
{
  "formula": "C4H33NO12",
  "method": "the ωB97M-V functional and the def2-TZVPD basis",
  "symbols": ["C", "C", "C", "C", "N", "H", "H", "H", "H", "H", "H", "H", "H", "H", "H", "H", "O", "H", "H", "O", "H", "H", "O", "H", "H", "O", "H", "H", "O", "H", "H", "O", "H", "H", "O", "H", "H", "O", "H", "H", "O", "H", "H", "O", "H", "H", "O", "H", "H", "O"],
  "positions_angstrom": [[-2.080, -2.141, 1.045], [-1.774, -1.044, 0.026], [-0.434, -0.201, 0.375], [0.730, -0.640, -1.665], [0.194, 0.155, -0.852], [-1.212, -2.508, 1.595], [-2.835, -1.825, 1.755], [-2.676, -2.955, 0.583], [-2.706, -0.393, 0.000], [-1.785, -1.471, -0.990], [-0.018, -0.732, 1.242], [-0.971, 0.721, 0.655], [0.906, -1.651, -1.304], [1.126, -0.608, -2.698], [2.646, 1.404, -2.767], [3.009, -0.082, -3.383], [3.286, 0.700, -2.913], [2.607, -1.024, -0.454], [3.963, -1.414, -0.069], [3.051, -1.688, 0.102], [-0.457, 0.563, 3.806], [-0.755, 1.894, 3.160], [-0.307, 1.052, 2.974], [-0.270, 2.308, -4.126], [-0.702, 0.953, -4.297], [-1.078, 1.790, -3.969], [-0.814, 4.093, -0.519], [-1.700, 3.466, 0.340], [-1.245, 4.333, 0.313], [-2.900, 2.325, -1.691], [-1.483, 1.882, -1.944], [-2.187, 1.826, -1.274], [1.784, 3.247, -0.812], [0.444, 2.925, -1.018], [1.260, 2.856, -1.535], [2.735, -0.891, 2.882], [1.570, -1.653, 2.227], [1.891, -1.319, 3.067], [1.413, 1.011, 3.804], [1.704, 1.940, 2.722], [2.063, 1.698, 3.581], [-1.697, -0.347, -2.625], [-1.829, -1.025, -4.086], [-1.392, -1.033, -3.229], [0.206, -3.686, 0.771], [-0.029, -4.013, -0.715], [0.008, -4.403, 0.163], [0.306, -1.697, 4.090], [-0.944, -1.258, 3.379], [-0.624, -1.442, 4.276]],
  "lowdin_charge": [-0.122, -0.209, -0.201, -0.089, -0.014, 0.042, 0.069, 0.089, 0.111, 0.074, 0.080, 0.079, 0.072, 0.076, 0.006, 0.019, -0.057, -0.001, 0.054, -0.056, 0.044, 0.083, -0.085, 0.061, 0.040, -0.057, -0.001, 0.023, -0.061, 0.067, 0.002, -0.061, 0.067, -0.004, -0.056, 0.061, 0.014, -0.051, -0.002, 0.018, -0.083, 0.012, 0.057, -0.062, 0.007, 0.031, -0.046, 0.026, 0.000, -0.067],
  "homo_lumo_gap_ev": 9.272,
  "e_lumo_ev": -0.21,
  "charge": 0,
  "homo_ev": -9.48
}

---

one has the most favorable energy; the next structure is 27.5 kcal/mol above.